(1)
{"formula": "C4H5NO3", "method": "ωB97M-V/def2-TZVPD", "e_lumo_ev": 0.50, "energy_ev": -11860.3306, "fmax_ev_per_a": 1.5, "homo_lumo_gap_ev": 9.367, "homo_energy_ev": -8.87, "molar_mass_g_mol": 115.09, "symbols": ["C", "C", "C", "C", "N", "O", "O", "O", "H", "H", "H", "H", "H"], "positions_angstrom": [[-1.24, 0.31, 0.26], [1.34, 1.86, 0.13], [-1.77, 1.44, -0.19], [0.55, -1.17, 0.01], [0.11, 0.02, 0.07], [2.41, 1.47, 0.00], [1.85, -1.41, -0.17], [-0.19, -2.27, 0.07], [-1.82, -0.43, 0.80], [-2.81, 1.67, -0.03], [-1.17, 2.16, -0.72], [2.36, -0.59, -0.21], [0.38, -3.05, -0.02]], "mulliken_charge": [0.001, 0.171, -0.756, 0.718, -0.383, -0.318, -0.483, -0.469, 0.296, 0.257, 0.259, 0.361, 0.345]}


(2)
{"formula": "C4H5NO3", "method": "ωB97M-V/def2-TZVPD", "e_lumo_ev": 0.19, "energy_ev": -11855.6921, "smiles": "O=C1COCC=NO1", "fmax_ev_per_a": 7.8, "homo_lumo_gap_ev": 10.890, "homo_energy_ev": -10.70, "molar_mass_g_mol": 115.09, "symbols": ["O", "C", "C", "O", "C", "C", "N", "O", "H", "H", "H", "H", "H"], "positions_angstrom": [[-2.32, -0.33, 0.22], [-1.21, -0.08, -0.13], [-0.28, -1.22, -0.35], [1.18, -1.37, -0.26], [1.61, -0.34, 0.60], [1.31, 0.97, -0.02], [0.30, 1.66, -0.45], [-0.77, 1.17, 0.29], [-1.01, -1.65, 0.48], [-0.53, -1.88, -1.29], [2.76, -0.52, 0.69], [1.23, -0.74, 1.50], [2.15, 1.51, -0.83]], "mulliken_charge": [-0.493, 0.499, -0.306, -0.324, -0.474, 0.234, -0.418, -0.162, 0.272, 0.286, 0.257, 0.373, 0.254]}


(3)
{"formula": "C4H5NO3", "method": "ωB97M-V/def2-TZVPD", "e_lumo_ev": 0.42, "energy_ev": -11861.4804, "smiles": "O=C1CNCC(=O)O1", "fmax_ev_per_a": 2.0, "homo_lumo_gap_ev": 10.690, "homo_energy_ev": -10.27, "molar_mass_g_mol": 115.09, "symbols": ["O", "C", "C", "N", "C", "C", "O", "O", "H", "H", "H", "H", "H"], "positions_angstrom": [[1.60, -2.04, 1.00], [0.94, -1.11, 0.65], [0.20, -1.08, -0.67], [0.10, 0.28, -1.14], [-0.62, 1.08, -0.15], [0.01, 1.06, 1.20], [-0.11, 1.93, 2.00], [0.70, -0.07, 1.55], [0.72, -1.64, -1.46], [-0.77, -1.64, -0.58], [-0.44, 0.33, -2.02], [-1.68, 0.76, 0.07], [-0.66, 2.12, -0.45]], "mulliken_charge": [-0.495, 0.434, -0.276, -0.456, -0.271, 0.413, -0.506, -0.292, 0.334, 0.256, 0.258, 0.245, 0.356]}


(4)
{"formula": "C4H5NO3", "method": "ωB97M-V/def2-TZVPD", "e_lumo_ev": 0.54, "energy_ev": -11857.1416, "smiles": "Cc1[nH]oc(=O)c1O", "fmax_ev_per_a": 8.1, "homo_lumo_gap_ev": 9.465, "homo_energy_ev": -8.93, "molar_mass_g_mol": 115.09, "symbols": ["C", "C", "N", "O", "C", "O", "C", "O", "H", "H", "H", "H", "H"], "positions_angstrom": [[-2.56, 0.27, -0.11], [-1.03, -0.24, -0.01], [-0.58, -1.53, -0.26], [0.81, -1.50, 0.26], [1.26, -0.22, -0.03], [2.42, 0.27, -0.22], [0.06, 0.69, 0.20], [0.07, 2.00, -0.01], [-2.99, -0.13, -0.88], [-3.15, -0.21, 0.74], [-2.69, 1.24, 0.15], [-0.76, -1.92, 0.63], [0.86, 2.44, 0.53]], "mulliken_charge": [-1.241, 0.372, -0.296, -0.245, 0.531, -0.595, 0.195, -0.543, 0.430, 0.312, 0.373, 0.329, 0.378]}